{"formula": "C18H49Be2N4O8", "method": "the ωB97M-V functional and the def2-TZVPD basis", "symbols": ["Be", "Be", "O", "C", "O", "O", "H", "C", "C", "C", "O", "C", "N", "H", "H", "H", "H", "H", "H", "H", "H", "H", "H", "H", "C", "C", "C", "O", "C", "N", "H", "H", "H", "H", "H", "H", "H", "H", "H", "H", "H", "C", "C", "C", "O", "C", "N", "H", "H", "H", "H", "H", "H", "H", "H", "H", "H", "H", "C", "C", "C", "O", "C", "N", "H", "H", "H", "H", "H", "H", "H", "H", "H", "H", "H", "C", "O", "H", "H", "H", "H"], "coordinates": [[4.27558, 1.25542, -3.13067], [0.91104, 3.66539, -0.26811], [0.82314, -0.82903, -0.98212], [1.45467, 0.30947, -1.27116], [0.85259, 1.40308, -1.11590], [2.67053, 0.20730, -1.66302], [1.43270, -1.48281, -1.38071], [2.41053, -2.15087, 1.99675], [2.30467, -0.65200, 2.28777], [1.76147, -0.37850, 3.68738], [0.36583, -0.61404, 3.68632], [-0.19494, -0.61827, 5.00003], [3.62004, -0.01138, 2.11002], [3.25779, -2.61620, 2.49859], [2.57685, -2.30807, 0.92614], [1.45883, -2.63442, 2.23140], [1.65599, -0.15963, 1.55425], [1.92260, 0.67397, 3.93918], [2.31300, -1.04289, 4.36040], [-0.28937, 0.39716, 5.39433], [0.35799, -1.32149, 5.62150], [-1.22029, -0.98481, 4.92827], [3.89502, -0.11326, 1.13341], [4.33839, -0.61206, 2.51739], [-0.08469, -2.62125, -3.85102], [0.97935, -3.73039, -3.88109], [1.87411, -3.89777, -2.64247], [2.88119, -2.92654, -2.56972], [3.86461, -3.18193, -1.58618], [0.26568, -4.97377, -4.13612], [0.29328, -1.65580, -3.51168], [-0.96429, -2.95631, -3.30574], [-0.34457, -2.43814, -4.89336], [1.57752, -3.58522, -4.78781], [2.30630, -4.90490, -2.59288], [1.19250, -3.80857, -1.77741], [4.50951, -3.99566, -1.93701], [3.46379, -3.52730, -0.62816], [4.47387, -2.29782, -1.41039], [-0.38236, -5.23602, -3.39176], [0.94223, -5.73947, -4.11851], [-3.43695, -0.83080, 2.07445], [-2.33350, -1.16127, 1.09164], [-2.76910, -1.08533, -0.37712], [-3.79557, -2.02270, -0.55713], [-4.15611, -2.19443, -1.89832], [-1.14222, -0.34619, 1.32060], [-4.25412, -1.54335, 2.13239], [-3.79523, 0.19424, 1.95285], [-2.99092, -0.85719, 3.07585], [-2.09981, -2.22930, 1.23378], [-1.90314, -1.34056, -1.00578], [-3.15975, -0.07693, -0.57765], [-4.93944, -2.94794, -1.95079], [-3.33975, -2.63123, -2.49752], [-4.47780, -1.30625, -2.45208], [-0.45053, -0.66190, 0.64222], [-0.70293, -0.59626, 2.22091], [-0.81112, 6.38250, -1.25841], [-1.33373, 5.54031, -0.09726], [-1.68414, 4.14488, -0.53073], [-0.59810, 3.64616, -1.33885], [-0.93707, 2.44113, -2.04937], [-0.33781, 5.33944, 0.92750], [-0.48600, 7.37044, -0.92859], [-1.59008, 6.46829, -2.00951], [0.11630, 5.92316, -1.61873], [-2.24963, 6.03466, 0.23962], [-2.60841, 4.17162, -1.11589], [-1.94127, 3.48352, 0.30280], [-0.04239, 2.05050, -2.52196], [-1.62711, 2.65350, -2.86370], [-1.22379, 1.66563, -1.34189], [-0.79034, 5.12720, 1.81635], [0.02235, 6.27270, 1.15364], [-0.32782, 2.73644, 2.89490], [0.06867, 2.35745, 1.56903], [-1.39295, 2.54763, 3.06951], [0.14239, 2.14056, 3.67815], [-0.13762, 3.79203, 3.05104], [-0.28612, 1.44241, 1.50391]], "forces_ev_per_a": [[-1.548, -1.078, 1.250], [-4.498, -1.393, 0.778], [0.915, 0.197, -0.811], [0.339, 2.524, 0.352], [2.312, -0.990, 1.891], [1.434, 0.045, -1.191], [-0.265, -0.591, 0.205], [-0.651, 0.184, -0.632], [0.511, 0.090, -0.283], [0.120, 0.291, -0.561], [0.236, -0.325, 0.259], [-0.597, -0.252, -0.308], [0.401, -0.611, -0.348], [-0.193, -0.010, 0.355], [0.006, 0.086, 0.022], [0.198, -0.212, 0.222], [-0.180, -0.136, 0.133], [0.362, -0.079, 0.185], [-0.267, 0.145, 0.407], [0.521, -0.081, 0.258], [0.063, 0.346, 0.313], [0.091, -0.121, -0.191], [-0.353, 0.419, -0.172], [-0.091, 0.329, 0.683], [0.804, -0.001, -0.448], [-1.182, -0.014, -1.084], [-0.089, -0.179, 0.497], [-0.616, 0.920, 0.164], [0.562, -1.044, 0.045], [1.129, -0.594, 1.309], [0.004, -0.124, 0.392], [-0.030, 0.252, 0.160], [-0.377, -0.132, 0.058], [0.495, 0.102, 0.343], [0.043, 0.035, -0.101], [0.062, -0.031, 0.060], [0.170, 0.146, 0.017], [-0.339, 0.149, -0.118], [-0.141, 0.164, -0.261], [-0.413, 0.377, -0.295], [-0.207, -0.100, -0.731], [0.510, 0.444, 0.874], [-0.608, -0.820, -0.281], [-0.198, -0.028, 0.981], [0.138, 0.302, -0.182], [-0.070, -0.962, -0.919], [0.767, 0.054, -0.063], [-0.063, 0.028, -0.516], [-0.205, -0.095, -0.206], [-0.016, 0.023, 0.001], [0.124, 0.093, 0.083], [-0.057, 0.249, -0.277], [0.241, 0.088, -0.303], [-0.190, 0.205, 0.219], [0.237, 0.149, 0.224], [-0.062, 0.286, 0.491], [-0.106, 0.141, 0.038], [-0.480, 0.159, -0.245], [0.662, -0.181, 0.822], [-0.808, -0.034, -1.069], [-1.924, 0.336, -0.500], [2.099, -0.160, 1.591], [-0.584, -0.562, -1.597], [1.624, 0.960, 0.367], [-0.412, 0.099, 0.073], [0.260, 0.020, -0.291], [-0.233, 0.010, -0.557], [0.091, -0.168, 0.501], [0.369, -0.056, -0.488], [0.621, -0.110, 0.011], [-0.528, 0.727, -0.325], [-0.541, 0.381, 0.501], [-0.668, 0.312, -0.223], [0.108, -0.804, -0.192], [0.693, -0.279, -0.227], [-0.550, 0.096, 0.636], [0.408, 0.521, -0.292], [-0.070, 0.156, -0.466], [0.556, 0.122, -0.280], [0.267, -0.066, 0.131], [-0.146, -0.343, -0.865]], "charge": 3, "energy_ha": -1564.34747}

***

{"formula": "C26H51BrCdF3O8Si", "method": "the ωB97M-V functional and the def2-TZVPD basis", "symbols": ["Cd", "C", "C", "O", "C", "C", "O", "C", "C", "O", "C", "C", "O", "C", "C", "O", "C", "C", "O", "H", "H", "H", "H", "H", "H", "H", "H", "H", "H", "H", "H", "H", "H", "H", "H", "H", "H", "H", "H", "H", "H", "H", "H", "F", "C", "F", "F", "C", "O", "O", "C", "C", "C", "C", "Si", "Br", "C", "C", "C", "C", "C", "C", "C", "C", "H", "H", "H", "H", "H", "H", "H", "H", "H", "H", "H", "H", "H", "H", "H", "H", "H", "H", "H", "H", "H", "H", "H", "H", "H", "H", "H"], "coordinates": [[-0.79874, -0.56428, 0.07081], [1.53104, -0.49960, 2.75698], [2.17321, 0.77065, 2.23696], [1.84248, 0.99319, 0.87697], [2.84065, 0.67324, -0.07411], [2.63571, -0.71790, -0.63315], [1.33953, -0.82572, -1.22179], [1.32543, -0.72399, -2.64118], [-0.09058, -1.00327, -3.08658], [-1.02995, -0.23640, -2.34800], [-1.19626, 1.13176, -2.72637], [-0.39926, 2.03785, -1.80515], [-0.70134, 1.75727, -0.43855], [-1.81374, 2.50307, 0.07903], [-1.88672, 2.19462, 1.54723], [-2.07098, 0.78775, 1.68381], [-2.02945, 0.33841, 3.03406], [-0.59780, 0.24366, 3.51216], [0.12387, -0.48644, 2.52746], [1.73888, -0.62190, 3.82519], [1.91279, -1.37855, 2.24003], [3.25656, 0.72248, 2.38465], [1.80849, 1.63743, 2.79206], [3.84191, 0.75421, 0.36165], [2.76800, 1.41682, -0.87108], [2.68973, -1.46997, 0.15632], [3.40053, -0.95755, -1.37601], [1.99960, -1.46549, -3.08065], [1.66339, 0.26890, -2.95625], [-0.34115, -2.04455, -2.88130], [-0.20092, -0.82300, -4.15879], [-2.26153, 1.33473, -2.63362], [-0.89211, 1.27838, -3.76614], [-0.61510, 3.08676, -2.02446], [0.67388, 1.88494, -1.90758], [-2.73036, 2.20472, -0.42835], [-1.62375, 3.56984, -0.06391], [-2.72693, 2.72185, 2.00730], [-0.95664, 2.50643, 2.03324], [-2.49763, -0.64332, 3.03970], [-2.61265, 1.00457, 3.67472], [-0.55596, -0.27844, 4.47397], [-0.15460, 1.23380, 3.64865], [-5.32972, -2.19440, 0.46916], [-4.96061, -1.67170, -0.71492], [-5.94714, -0.89668, -1.14777], [-4.82427, -2.68865, -1.57881], [-3.62801, -0.89803, -0.55216], [-3.60632, 0.30834, -0.74086], [-2.66707, -1.65278, -0.19433], [-2.88458, -5.29156, -0.14310], [-1.49016, -5.92070, 0.00159], [-0.79847, -5.76699, -1.36231], [-1.66999, -7.41916, 0.30448], [-0.53112, -5.08712, 1.42062], [0.24816, -3.12762, 0.48343], [-1.60036, -4.56959, 2.91998], [-0.71838, -4.02439, 4.05316], [-2.60630, -3.46838, 2.57303], [-2.39215, -5.77562, 3.45288], [1.13601, -5.92302, 1.86822], [2.16666, -4.97327, 2.50104], [1.80308, -6.49551, 0.60856], [0.88825, -7.07752, 2.85474], [-3.36670, -5.71732, -1.02808], [-2.84406, -4.21026, -0.27923], [-3.53286, -5.51158, 0.70679], [-1.39121, -6.30793, -2.10606], [0.21218, -6.16920, -1.39414], [-0.76198, -4.72262, -1.67605], [-2.32775, -7.84915, -0.45639], [-2.13782, -7.60354, 1.27469], [-0.73227, -7.97409, 0.26948], [-0.08057, -3.20211, 3.71542], [-0.08848, -4.79099, 4.50140], [-1.36780, -3.64121, 4.84737], [-2.11876, -2.60135, 2.13481], [-3.10804, -3.16003, 3.49721], [-3.37669, -3.77781, 1.87202], [-1.75818, -6.61609, 3.73953], [-3.12788, -6.13294, 2.73106], [-2.94294, -5.46511, 4.34624], [2.41232, -4.13384, 1.84952], [3.09166, -5.53347, 2.66819], [1.85317, -4.57695, 3.46204], [2.00012, -5.72598, -0.14171], [1.21787, -7.28493, 0.13980], [2.76646, -6.93088, 0.88997], [0.54430, -6.72398, 3.82805], [1.83285, -7.60458, 3.01993], [0.17043, -7.80956, 2.48333]], "forces_ev_per_a": [[-0.228, 0.361, 0.147], [-0.069, -0.018, 0.013], [0.005, 0.015, 0.039], [0.042, -0.002, -0.026], [0.054, -0.030, 0.015], [0.021, 0.001, 0.004], [0.055, -0.015, -0.015], [0.027, 0.016, -0.028], [-0.051, -0.009, 0.005], [-0.084, 0.008, -0.050], [0.061, -0.049, 0.025], [-0.083, -0.013, 0.099], [0.009, 0.106, -0.094], [-0.006, 0.076, -0.074], [-0.001, -0.070, -0.020], [-0.041, 0.087, 0.150], [0.041, -0.011, -0.120], [-0.022, 0.001, 0.035], [0.023, -0.116, -0.012], [-0.012, 0.008, -0.002], [0.001, -0.031, -0.035], [0.003, -0.008, -0.010], [0.007, -0.003, 0.011], [0.000, -0.002, -0.016], [-0.014, -0.015, -0.018], [-0.013, 0.016, -0.016], [0.022, 0.027, 0.011], [-0.008, -0.010, 0.028], [0.003, 0.013, 0.006], [-0.011, -0.009, 0.007], [0.010, 0.006, 0.005], [-0.032, 0.016, 0.007], [-0.002, 0.011, 0.001], [-0.006, -0.011, -0.019], [0.004, -0.035, -0.035], [0.033, 0.058, 0.069], [0.022, 0.007, 0.025], [-0.008, 0.009, -0.026], [-0.001, 0.005, 0.007], [-0.008, -0.043, -0.027], [0.023, 0.005, 0.028], [-0.009, -0.020, -0.018], [-0.022, 0.021, -0.005], [-0.004, -0.009, 0.035], [0.015, -0.020, 0.028], [-0.035, 0.059, -0.003], [0.051, -0.033, -0.038], [0.006, 0.040, 0.065], [0.002, -0.161, -0.220], [0.098, -0.031, 0.051], [-0.069, -0.033, -0.007], [-0.024, 0.028, 0.018], [-0.028, -0.037, -0.063], [-0.016, -0.047, 0.002], [-0.083, -0.264, 0.205], [0.178, 0.096, -0.150], [0.044, -0.044, -0.001], [0.024, 0.017, 0.004], [-0.079, 0.043, -0.046], [-0.017, -0.063, 0.020], [0.021, 0.025, -0.012], [0.036, -0.017, 0.006], [0.036, -0.047, -0.045], [0.055, -0.022, 0.031], [-0.001, -0.001, -0.004], [0.012, 0.036, -0.012], [0.045, 0.006, -0.041], [0.007, -0.007, -0.002], [-0.038, 0.011, 0.014], [-0.011, -0.009, 0.018], [0.000, -0.014, 0.001], [0.022, 0.026, -0.033], [-0.003, 0.013, 0.016], [-0.019, 0.011, -0.004], [0.053, -0.011, -0.018], [0.015, 0.000, -0.011], [0.054, 0.124, 0.002], [0.003, 0.026, -0.021], [0.021, -0.024, 0.034], [0.018, 0.009, -0.014], [0.028, 0.003, 0.025], [0.001, -0.006, -0.002], [0.001, -0.039, -0.015], [-0.016, -0.016, 0.024], [-0.081, 0.050, 0.092], [-0.002, 0.012, 0.042], [0.005, 0.004, 0.016], [-0.002, -0.005, 0.006], [-0.009, -0.012, -0.045], [-0.011, -0.017, 0.006], [-0.034, -0.004, -0.028]], "de_lowest_kcal_mol": 9.6, "charge": 1, "energy_ha": -4953.92485}

***

{"formula": "C2H5N5O", "method": "the ωB97M-V functional and the def2-TZVPD basis", "symbols": ["N", "C", "N", "N", "N", "C", "N", "O", "H", "H", "H", "H", "H"], "coordinates": [[-0.21918, 1.94956, -0.22771], [-0.58546, 0.60562, -0.15783], [-1.98644, 0.36710, -0.14720], [-1.99583, -0.90745, -0.06993], [-0.88046, -1.49471, -0.09088], [0.08657, -0.60701, -0.16890], [1.52112, -1.22905, -0.28089], [2.25665, 0.18869, 0.05206], [-0.80500, 2.71805, 0.34954], [0.59225, 1.96636, 0.42511], [-2.87258, -1.45924, 0.26713], [1.77817, -1.92850, 0.65833], [3.11019, -0.16942, -0.60883]], "forces_ev_per_a": [[1.200, 2.563, 3.101], [-3.712, 2.006, -0.372], [3.370, 1.965, 0.489], [-3.767, -2.605, 0.935], [1.338, -3.572, 0.380], [1.301, -2.116, 0.085], [-1.217, 2.795, 3.627], [3.423, -5.042, -3.648], [0.629, -2.972, -2.016], [0.101, 0.265, -1.272], [2.156, 1.470, -1.303], [-1.428, 2.883, -2.983], [-3.394, 2.360, 2.976]], "de_lowest_kcal_mol": 118.3, "energy_ha": -428.03466}

***

Asked for E_HOMO across the records above, the calculation gives -16.16, -11.95, -8.56 eV in order.
Asked for HOMO-LUMO gap across the records above, the calculation gives 1.924, 10.002, 9.233 eV in order.